No. 1
C44H35N4 | ωB97M-V/def2-TZVPD

Element x y z (Å)
C -3.171 0.577 1.207
N -3.981 1.449 0.538
N -4.719 2.245 0.150
C -3.266 -0.800 0.779
C -3.045 -1.890 1.658
C -3.102 -3.204 1.187
C -3.389 -3.457 -0.162
C -3.688 -2.394 -1.037
C -3.627 -1.067 -0.564
H -3.024 0.706 2.303
H -2.899 -1.678 2.718
H -2.904 -4.038 1.866
H -3.360 -4.486 -0.552
H -3.947 -2.576 -2.075
H -3.916 -0.249 -1.220
C -0.746 2.362 -7.052
C -0.529 1.062 -6.579
C 0.226 0.860 -5.423
C 0.751 1.960 -4.729
N 1.491 1.729 -3.519
C 2.917 1.741 -3.593
C 3.600 2.963 -3.565
C 4.989 2.989 -3.719
C 5.699 1.798 -3.892
C 5.016 0.577 -3.910
C 3.626 0.548 -3.773
C 0.824 1.811 -2.270
C 0.730 0.681 -1.444
C -0.065 0.705 -0.310
C -0.656 1.918 0.133
C -1.328 1.987 1.399
C -1.384 3.204 2.177
C -2.362 3.369 3.200
C -2.455 4.534 3.937
C -1.506 5.568 3.780
N -1.666 6.778 4.453
C -0.579 7.692 4.666
C -0.392 8.788 3.812
C 0.637 9.699 4.062
C 1.439 9.567 5.194
C 1.228 8.500 6.077
C 0.221 7.565 5.818
C -2.974 7.231 4.812
C -3.466 7.036 6.109
C -4.757 7.457 6.431
C -5.545 8.110 5.479
C -5.038 8.336 4.197
C -3.754 7.903 3.858
C -0.436 5.367 2.877
C -0.411 4.245 2.067
C -0.542 3.059 -0.698
C 0.164 2.997 -1.905
C 0.562 3.253 -5.216
C -0.205 3.451 -6.370
H -1.345 2.521 -7.953
H -0.945 0.204 -7.099
H 0.415 -0.140 -5.022
H 3.021 3.884 -3.429
H 5.507 3.950 -3.704
H 6.787 1.822 -4.008
H 5.560 -0.355 -4.036
H 3.066 -0.390 -3.800
H 1.253 -0.227 -1.753
H -0.132 -0.180 0.317
H -1.259 1.087 2.001
H -3.061 2.565 3.412
H -3.259 4.691 4.653
H -1.054 8.891 2.947
H 0.800 10.519 3.359
H 2.231 10.291 5.394
H 1.841 8.387 6.969
H 0.030 6.726 6.494
H -2.831 6.530 6.840
H -5.147 7.267 7.430
H -6.556 8.437 5.731
H -5.640 8.846 3.443
H -3.340 8.061 2.858
H 0.353 6.136 2.779
H 0.424 4.134 1.364
H -0.931 4.024 -0.372
H 0.212 3.873 -2.559
H 1.002 4.094 -4.668
H -0.374 4.471 -6.724

Computed properties:
* M: 619.8 g mol⁻¹
* HOMO level: -10.4 eV
* orbital gap: 5.884 eV
* E_LUMO: -4.47 eV
* energy above the lowest of the compared OMol25 structures with the same formula, charge and spin: 3.273 eV
* net charge: +1
* spin multiplicity: 1

No. 2
C44H36BrINO2Y | ωB97M-V/def2-TZVPD

Element x y z (Å)
Y 0.210 -1.254 0.540
C 0.809 -3.000 2.282
C 2.057 -2.413 1.958
C 2.407 -2.824 0.659
C 1.378 -3.668 0.177
C 0.398 -3.784 1.183
H 0.328 -2.972 3.244
H 2.687 -1.867 2.639
H 3.348 -2.626 0.172
H 1.396 -4.208 -0.756
H -0.466 -4.429 1.168
O -1.756 -1.461 0.556
C -2.625 -1.798 -0.483
C -1.822 -2.615 -1.584
C -0.956 -1.691 -2.417
C -1.335 -1.329 -3.696
C -0.571 -0.403 -4.382
C 0.551 0.138 -3.773
C 0.893 -0.270 -2.500
C 2.106 0.284 -1.785
C 1.752 1.263 -0.622
O 1.007 0.564 0.318
C 0.991 2.492 -1.120
C 1.235 3.085 -2.359
C 0.555 4.235 -2.753
C -0.369 4.826 -1.900
C -0.612 4.249 -0.656
C 0.053 3.087 -0.279
C 3.098 1.715 0.001
C 3.662 2.966 -0.241
C 4.871 3.332 0.347
C 5.536 2.454 1.188
C 4.983 1.200 1.440
C 3.777 0.840 0.854
N 0.146 -1.177 -1.838
C -3.767 -2.642 0.113
C -3.788 -4.029 0.041
C -4.816 -4.762 0.634
C -5.833 -4.111 1.315
C -5.805 -2.723 1.420
C -4.781 -2.001 0.826
C -3.226 -0.582 -1.210
C -2.714 0.701 -1.080
C -3.238 1.750 -1.837
C -4.285 1.528 -2.721
C -4.810 0.245 -2.849
C -4.282 -0.795 -2.099
H -2.533 -3.127 -2.229
H -1.203 -3.357 -1.076
H -2.227 -1.761 -4.133
H -0.850 -0.099 -5.385
H 1.166 0.866 -4.287
H 2.777 0.767 -2.491
H 2.649 -0.540 -1.320
H 1.988 2.673 -3.025
H 0.756 4.673 -3.726
H -0.893 5.726 -2.202
H -1.326 4.704 0.026
H -0.147 2.629 0.686
H 3.150 3.678 -0.879
H 5.289 4.316 0.147
H 6.476 2.743 1.648
H 5.486 0.504 2.103
H 3.347 -0.127 1.067
H -2.996 -4.566 -0.473
H -4.816 -5.843 0.559
H -6.640 -4.678 1.765
H -6.585 -2.203 1.965
H -4.760 -0.919 0.919
H -1.899 0.891 -0.397
H -2.819 2.744 -1.733
H -4.694 2.348 -3.302
H -5.632 0.057 -3.530
H -4.702 -1.793 -2.201
Br 1.531 3.658 2.886
C 2.275 2.185 3.801
C 3.546 2.343 4.336
C 4.141 1.308 5.040
C 3.465 0.109 5.221
C 2.197 -0.054 4.685
C 1.606 0.978 3.967
I -0.280 0.605 3.187
H 4.064 3.284 4.193
H 5.136 1.444 5.451
H 3.919 -0.701 5.779
H 1.659 -0.985 4.826

Computed properties:
* M: 906.5 g mol⁻¹
* HOMO level: -8.2 eV
* orbital gap: 8.637 eV
* E_LUMO: 0.45 eV
* energy above the lowest of the compared OMol25 structures with the same formula, charge and spin: 0.584 eV
* net charge: 0
* spin multiplicity: 1

No. 3
C44H36GeIrN7S4 | ωB97M-V/def2-TZVPD

Element x y z (Å)
Ir -0.571 0.496 0.292
C -2.698 1.116 4.251
C -2.466 0.952 2.897
N -1.259 0.641 2.418
C -0.250 0.466 3.274
C -0.379 0.630 4.646
C -1.646 0.949 5.132
C 0.711 0.388 5.607
C 2.038 0.521 5.539
C 2.945 1.040 4.499
C 4.313 0.849 4.673
C 5.162 1.367 3.715
N 4.715 2.028 2.650
C 3.395 2.155 2.572
N 2.489 1.709 3.435
H -3.692 1.360 4.599
H -3.256 1.073 2.168
H 0.690 0.174 2.831
H -1.802 1.054 6.199
H 0.347 0.014 6.560
H 2.574 0.207 6.428
H 4.697 0.316 5.531
H 6.237 1.249 3.799
H 3.016 2.683 1.703
N 1.379 7.345 0.917
C 0.621 6.798 -0.051
S -0.002 7.701 -1.272
C 0.366 5.332 0.082
C 0.618 4.638 1.260
C 0.368 3.278 1.321
N -0.107 2.589 0.283
C -0.360 3.251 -0.855
C -0.144 4.608 -0.987
H 1.621 8.317 0.821
H 1.952 6.778 1.517
H 0.975 5.125 2.157
H 0.568 2.720 2.227
H -0.744 2.653 -1.670
H -0.362 5.109 -1.919
C 0.902 0.299 -0.786
Ge 1.680 -1.280 -1.636
C 0.916 -1.451 -3.423
C -0.114 -2.345 -3.716
C -0.673 -2.388 -4.986
C -0.220 -1.530 -5.978
C 0.794 -0.626 -5.696
C 1.356 -0.588 -4.427
C 3.607 -0.954 -1.803
C 4.348 -1.386 -2.903
C 5.727 -1.222 -2.944
C 6.389 -0.628 -1.878
C 5.666 -0.194 -0.774
C 4.288 -0.354 -0.743
C 1.497 -2.868 -0.519
C 1.328 -4.146 -1.048
C 1.246 -5.254 -0.215
C 1.339 -5.099 1.161
C 1.522 -3.835 1.701
C 1.600 -2.730 0.864
H 1.494 1.202 -1.005
H -0.504 -2.994 -2.941
H -1.473 -3.087 -5.198
H -0.660 -1.562 -6.967
H 1.148 0.051 -6.464
H 2.152 0.120 -4.221
H 3.845 -1.859 -3.739
H 6.285 -1.561 -3.808
H 7.464 -0.503 -1.907
H 6.178 0.269 0.061
H 3.735 -0.004 0.124
H 1.262 -4.287 -2.121
H 1.106 -6.240 -0.642
H 1.269 -5.963 1.810
H 1.595 -3.708 2.774
H 1.719 -1.740 1.296
S -6.083 1.647 -0.981
C -4.993 0.408 -0.887
S -3.285 0.685 -0.574
C -2.968 -1.042 -0.677
N -4.010 -1.731 -0.972
N -5.132 -0.921 -1.093
C -6.328 -1.605 -1.477
C -7.569 -1.226 -0.986
C -8.697 -1.931 -1.380
C -8.592 -3.006 -2.248
C -7.343 -3.385 -2.721
C -6.209 -2.690 -2.337
S -1.392 -1.651 -0.287
H -7.651 -0.393 -0.306
H -9.665 -1.635 -0.996
H -9.477 -3.549 -2.552
H -7.249 -4.228 -3.394
H -5.230 -2.983 -2.687

Computed properties:
* M: 1055.9 g mol⁻¹
* HOMO level: -7.0 eV
* orbital gap: 5.874 eV
* E_LUMO: -1.08 eV
* energy above the lowest of the compared OMol25 structures with the same formula, charge and spin: 1.185 eV
* net charge: 0
* spin multiplicity: 1

No. 4
C44H36N8O2SeTa | ωB97M-V/def2-TZVPD

Element x y z (Å)
Ta -0.357 -0.207 -0.789
O 0.598 1.268 -0.654
C 1.841 1.972 -0.511
C 2.885 0.899 -0.902
C 2.861 -0.256 0.052
C 3.939 -0.477 0.893
C 3.918 -1.546 1.769
C 2.803 -2.363 1.796
C 1.734 -2.093 0.959
C 0.500 -2.936 1.044
C -0.701 -2.143 1.625
O -0.795 -1.021 0.723
C -2.012 -2.928 1.573
C -2.125 -4.237 1.117
C -3.346 -4.902 1.187
C -4.459 -4.273 1.722
C -4.358 -2.955 2.161
C -3.145 -2.287 2.078
C -0.409 -1.721 3.058
C -0.933 -2.435 4.131
C -0.633 -2.058 5.432
C 0.199 -0.975 5.672
C 0.737 -0.270 4.606
C 0.430 -0.637 3.305
N 1.777 -1.068 0.074
C 1.781 3.141 -1.496
C 1.017 4.254 -1.145
C 0.794 5.272 -2.059
C 1.340 5.194 -3.334
C 2.128 4.106 -3.676
C 2.345 3.080 -2.766
C 2.030 2.453 0.920
C 0.965 2.475 1.816
C 1.151 2.915 3.119
C 2.407 3.322 3.540
C 3.468 3.321 2.644
C 3.279 2.899 1.338
H 3.871 1.354 -0.924
H 2.626 0.543 -1.903
H 4.789 0.190 0.858
H 4.753 -1.737 2.429
H 2.752 -3.204 2.474
H 0.687 -3.797 1.681
H 0.206 -3.258 0.046
H -1.259 -4.783 0.763
H -3.413 -5.932 0.861
H -5.393 -4.809 1.824
H -5.217 -2.467 2.604
H -3.056 -1.281 2.475
H -1.583 -3.285 3.966
H -1.052 -2.614 6.259
H 0.422 -0.675 6.687
H 1.401 0.567 4.781
H 0.834 -0.057 2.484
H 0.619 4.335 -0.141
H 0.202 6.132 -1.772
H 1.167 5.986 -4.050
H 2.583 4.058 -4.657
H 2.985 2.257 -3.057
H -0.022 2.167 1.491
H 0.316 2.942 3.807
H 2.561 3.645 4.561
H 4.445 3.657 2.966
H 4.107 2.948 0.640
N 0.663 -2.907 -4.458
C 0.828 -3.999 -3.654
C 0.536 -3.579 -2.390
N 0.196 -2.251 -2.413
C 0.283 -1.874 -3.683
C 0.016 -0.511 -4.043
N -0.291 0.353 -3.089
C -0.464 1.574 -3.699
C -0.267 1.429 -5.036
N 0.038 0.105 -5.234
H 0.791 -2.911 -5.458
H 1.147 -4.958 -4.022
H 0.560 -4.176 -1.497
H -0.682 2.468 -3.139
H -0.309 2.145 -5.838
H 0.241 -0.315 -6.128
Se -4.118 -2.077 -1.369
N -5.252 -0.790 -1.351
C -4.605 0.372 -1.258
C -5.122 1.687 -1.262
C -4.218 2.719 -1.169
C -2.839 2.470 -1.027
N -2.330 1.248 -1.027
C -3.189 0.228 -1.191
N -2.709 -1.006 -1.289
H -6.187 1.859 -1.352
H -4.564 3.742 -1.196
H -2.139 3.289 -0.905

Computed properties:
* M: 968.7 g mol⁻¹
* HOMO level: -15.7 eV
* orbital gap: 6.338 eV
* E_LUMO: -9.40 eV
* energy above the lowest of the compared OMol25 structures with the same formula, charge and spin: 1.318 eV
* net charge: +3
* spin multiplicity: 1

No. 5
C44H37HgN9O6S2Te | ωB97M-V/def2-TZVPD

Element x y z (Å)
Hg 1.137 -0.271 -1.293
C -2.466 -0.868 -0.587
N -1.436 -1.606 -1.282
C -1.354 -3.027 -1.124
C 0.083 -3.487 -1.129
N 1.135 -2.734 -0.982
C 2.229 -3.612 -0.926
C 3.587 -3.373 -0.736
C 4.433 -4.465 -0.681
C 3.954 -5.776 -0.807
C 2.610 -6.032 -0.996
C 1.769 -4.927 -1.049
N 0.397 -4.809 -1.183
C -1.939 0.486 -0.209
N -0.688 0.746 0.040
C -0.636 2.098 0.357
C 0.449 2.901 0.694
C 0.200 4.233 0.970
C -1.099 4.763 0.907
C -2.184 3.975 0.570
C -1.923 2.639 0.299
N -2.734 1.576 -0.058
H -2.698 -1.398 0.343
H -3.392 -0.757 -1.158
H -1.325 -1.323 -2.251
H -1.911 -3.587 -1.885
H -1.769 -3.299 -0.150
H 3.969 -2.371 -0.631
H 5.493 -4.299 -0.531
H 4.650 -6.604 -0.746
H 2.234 -7.044 -1.091
H -0.254 -5.560 -1.318
H 1.448 2.484 0.745
H 1.024 4.885 1.233
H -1.257 5.811 1.134
H -3.186 4.386 0.513
H -3.722 1.606 -0.226
Te -0.219 -1.901 2.349
C -1.637 -3.189 3.342
C -2.663 -3.881 2.702
C -3.578 -4.637 3.428
C -3.471 -4.724 4.809
C -2.446 -4.045 5.461
C -1.540 -3.286 4.731
C -1.418 -0.236 2.937
C -0.847 0.978 3.318
C -1.647 2.050 3.697
C -3.029 1.931 3.689
C -3.608 0.731 3.295
C -2.810 -0.342 2.919
H -2.763 -3.823 1.622
H -4.385 -5.148 2.913
H -4.176 -5.320 5.376
H -2.358 -4.100 6.540
H -0.747 -2.751 5.242
H 0.228 1.089 3.309
H -1.185 2.984 3.993
H -3.652 2.770 3.978
H -4.687 0.627 3.280
H -3.279 -1.271 2.620
O 0.203 1.540 -2.516
C -0.253 0.667 -3.320
O 0.255 -0.531 -3.342
C -1.449 0.927 -4.120
C -2.349 1.932 -3.710
C -3.584 2.064 -4.296
C -3.961 1.194 -5.348
C -3.031 0.232 -5.821
C -1.810 0.099 -5.205
N -5.229 1.271 -5.895
O -5.541 0.487 -6.844
O -6.049 2.120 -5.420
H -2.047 2.589 -2.900
H -4.291 2.816 -3.976
H -3.322 -0.391 -6.653
H -1.102 -0.648 -5.541
N 4.595 6.353 -1.348
C 4.437 4.983 -1.191
C 3.301 4.342 -1.698
C 3.179 2.970 -1.630
C 4.198 2.222 -1.041
C 5.318 2.844 -0.505
C 5.436 4.221 -0.577
S 4.017 0.477 -0.949
O 3.494 0.011 -2.219
O 5.275 -0.085 -0.516
N 2.819 0.210 0.130
C 3.030 0.205 1.494
S 4.583 0.545 2.284
C 3.840 0.326 3.824
C 2.549 -0.018 3.664
N 2.086 -0.072 2.367
H 3.774 6.884 -1.575
H 5.254 6.813 -0.747
H 2.509 4.932 -2.149
H 2.295 2.479 -2.033
H 6.090 2.239 -0.044
H 6.307 4.715 -0.160
H 4.406 0.434 4.739
H 1.856 -0.264 4.459

Computed properties:
* M: 1180.2 g mol⁻¹
* HOMO level (spin up / spin down): -2.3 / -5.6 eV
* orbital gap (spin up / spin down): 4.075 / 7.311 eV
* E_LUMO (spin up / spin down): 1.75 / 1.75 eV
* energy above the lowest of the compared OMol25 structures with the same formula, charge and spin: 0.396 eV
* net charge: -1
* spin multiplicity: 2